Formula: C2H2NO2
Source: the OMol25 dataset
Level of theory: wB97M-V/def2-TZVPD

Structure (ORCA input):
```
! RIJCOSX wB97M-V def2-TZVPD def2/J DEFGRID3
* xyz -1 1
O 0.58 0.71 2.03
C 0.38 0.07 0.98
C 0.46 0.00 -0.75
N -0.61 0.05 0.20
O -1.68 -0.54 0.02
H 0.39 -1.06 -0.97
H 0.48 0.78 -1.52
*
```

Calculated values
energy above the lowest of the compared OMol25 structures with the same formula, charge and spin = 123.0 kcal/mol
structure (SMILES) = O=C1CN1[O-]
highest occupied orbital energy (spin up / spin down) = -2.181 / -2.182 eV